{
  "formula": "C43H106Cl3N9O15",
  "method": "ωB97M-V with the def2-TZVPD basis set",
  "smiles": "COCCNCCOC.COCCNCCOC.COCCNCCOC.COCCNCCOC.COCCNCCOC.COCCNCCOC.ClC(Cl)Cl.CC(N)=O.CC(N)=O.CC(N)=O",
  "largest_force_ev_per_a": 4.77,
  "molar_mass_g_mol": 1095.73,
  "energy_ha": -4703.3445,
  "symbols": ["O", "C", "N", "C", "H", "H", "H", "H", "H", "O", "C", "N", "C", "H", "H", "H", "H", "H", "O", "C", "N", "C", "H", "H", "H", "H", "H", "C", "Cl", "Cl", "Cl", "H", "C", "O", "C", "C", "N", "C", "C", "O", "C", "H", "H", "H", "H", "H", "H", "H", "H", "H", "H", "H", "H", "H", "H", "H", "C", "O", "C", "C", "N", "C", "C", "O", "C", "H", "H", "H", "H", "H", "H", "H", "H", "H", "H", "H", "H", "H", "H", "H", "C", "O", "C", "C", "N", "C", "C", "O", "C", "H", "H", "H", "H", "H", "H", "H", "H", "H", "H", "H", "H", "H", "H", "H", "C", "O", "C", "C", "N", "C", "C", "O", "C", "H", "H", "H", "H", "H", "H", "H", "H", "H", "H", "H", "H", "H", "H", "H", "C", "O", "C", "C", "N", "C", "C", "O", "C", "H", "H", "H", "H", "H", "H", "H", "H", "H", "H", "H", "H", "H", "H", "H", "C", "O", "C", "C", "N", "C", "C", "O", "C", "H", "H", "H", "H", "H", "H", "H", "H", "H", "H", "H", "H", "H", "H", "H"],
  "positions_angstrom": [[-1.179, -5.734, 7.206], [-0.527, -4.773, 7.525], [0.711, -4.948, 8.071], [-1.096, -3.354, 7.544], [0.857, -5.918, 8.310], [1.242, -4.155, 8.401], [-2.139, -3.166, 7.288], [-0.570, -2.579, 6.985], [-1.061, -2.987, 8.569], [0.166, 1.835, 2.593], [1.201, 2.270, 2.131], [1.423, 2.191, 0.833], [2.161, 3.072, 2.956], [0.978, 1.565, 0.178], [2.269, 2.680, 0.578], [2.449, 2.760, 3.960], [1.603, 4.007, 3.004], [3.141, 3.272, 2.522], [-7.499, -1.064, 5.306], [-6.866, -0.134, 4.998], [-6.836, 0.973, 5.766], [-6.314, -0.187, 3.541], [-6.112, 1.677, 5.779], [-7.293, 0.774, 6.645], [-7.073, -0.662, 2.920], [-5.387, -0.761, 3.534], [-6.072, 0.744, 3.030], [2.523, 11.703, 4.856], [2.055, 11.163, 6.495], [2.232, 10.357, 3.733], [4.232, 12.092, 4.716], [1.761, 12.451, 4.638], [-1.188, 7.400, -9.073], [-1.990, 7.817, -10.181], [-2.937, 8.874, -9.949], [-4.201, 8.303, -9.070], [-4.811, 7.293, -9.938], [-5.685, 6.344, -9.239], [-4.923, 5.155, -8.651], [-4.203, 5.566, -7.477], [-3.647, 4.479, -6.707], [-0.299, 8.012, -8.920], [-0.728, 6.453, -9.355], [-1.837, 6.984, -8.303], [-3.302, 9.197, -10.924], [-2.381, 9.763, -9.649], [-4.944, 9.072, -8.859], [-3.822, 7.964, -8.106], [-4.004, 6.777, -10.258], [-6.370, 6.006, -10.016], [-6.227, 6.761, -8.390], [-4.186, 4.705, -9.317], [-5.610, 4.355, -8.374], [-3.111, 3.834, -7.403], [-4.266, 3.852, -6.066], [-2.845, 4.856, -6.073], [-6.823, 16.073, 0.033], [-6.557, 15.342, 1.254], [-5.801, 16.028, 2.317], [-4.530, 15.401, 2.908], [-4.512, 14.057, 3.361], [-5.063, 13.055, 2.457], [-5.349, 11.683, 3.082], [-4.369, 10.648, 2.755], [-4.635, 9.366, 3.272], [-6.480, 17.105, 0.092], [-7.869, 16.269, -0.206], [-6.385, 15.477, -0.768], [-6.495, 15.899, 3.147], [-5.681, 17.107, 2.221], [-4.230, 16.029, 3.747], [-3.756, 15.677, 2.192], [-5.172, 14.117, 4.123], [-4.403, 13.169, 1.597], [-6.003, 13.411, 2.034], [-6.175, 11.221, 2.542], [-5.565, 11.691, 4.151], [-5.645, 9.047, 3.013], [-4.792, 9.423, 4.350], [-3.974, 8.593, 2.881], [4.553, -8.346, 9.521], [3.555, -8.064, 10.446], [3.918, -8.367, 11.747], [4.916, -7.371, 12.490], [4.233, -6.075, 12.629], [5.079, -4.881, 12.880], [4.217, -3.598, 12.832], [4.043, -3.100, 11.572], [3.666, -1.804, 11.637], [4.659, -9.406, 9.294], [5.432, -7.707, 9.606], [4.087, -8.081, 8.572], [4.373, -9.356, 11.797], [2.997, -8.318, 12.329], [5.844, -7.190, 11.948], [5.295, -7.783, 13.426], [3.659, -6.034, 11.799], [5.875, -4.867, 12.135], [5.497, -4.953, 13.885], [4.557, -2.900, 13.598], [3.243, -3.728, 13.304], [3.516, -1.534, 10.591], [4.422, -1.077, 11.935], [2.733, -1.547, 12.137], [-3.043, -5.771, -4.717], [-2.256, -6.693, -5.460], [-2.543, -6.655, -6.850], [-2.597, -8.117, -7.231], [-3.319, -8.441, -8.493], [-2.578, -9.480, -9.169], [-2.817, -10.912, -8.618], [-4.157, -11.101, -8.138], [-4.460, -12.509, -8.101], [-2.536, -5.740, -3.752], [-3.925, -6.347, -4.437], [-3.473, -4.784, -4.887], [-1.680, -6.159, -7.295], [-3.452, -6.078, -7.024], [-3.221, -8.717, -6.568], [-1.604, -8.549, -7.109], [-4.146, -8.901, -8.141], [-1.503, -9.355, -9.042], [-2.822, -9.593, -10.225], [-2.153, -11.186, -7.799], [-2.690, -11.677, -9.384], [-3.739, -13.045, -7.485], [-4.553, -13.075, -9.027], [-5.340, -12.658, -7.474], [8.867, -0.703, -3.203], [8.294, -0.150, -4.385], [7.091, -0.737, -4.899], [6.087, 0.203, -5.588], [5.532, 1.156, -4.677], [6.183, 2.494, -4.814], [5.734, 3.373, -3.504], [6.076, 2.852, -2.222], [7.425, 2.550, -1.961], [9.791, -0.165, -2.991], [8.935, -1.787, -3.290], [8.439, -0.297, -2.286], [6.554, -1.203, -4.073], [7.248, -1.598, -5.547], [5.230, -0.382, -5.924], [6.418, 0.690, -6.505], [5.807, 0.795, -3.775], [5.983, 2.929, -5.793], [7.254, 2.355, -4.666], [4.648, 3.461, -3.489], [6.113, 4.389, -3.618], [7.467, 1.966, -1.042], [7.957, 3.500, -1.993], [7.935, 1.836, -2.608], [-0.085, -11.681, -1.918], [0.571, -10.418, -2.165], [1.935, -10.515, -1.769], [2.692, -9.202, -1.689], [1.878, -8.252, -0.852], [2.829, -7.102, -0.710], [2.449, -6.298, 0.687], [3.656, -5.656, 1.180], [4.508, -6.570, 1.886], [-0.214, -11.807, -0.843], [0.475, -12.571, -2.203], [-1.025, -11.668, -2.471], [2.274, -11.028, -2.669], [2.033, -11.116, -0.865], [2.602, -8.802, -2.699], [3.697, -9.508, -1.399], [1.092, -8.006, -1.436], [2.769, -6.539, -1.641], [3.851, -7.421, -0.506], [1.968, -6.884, 1.469], [1.701, -5.539, 0.458], [5.131, -7.257, 1.314], [4.054, -7.085, 2.732], [5.133, -5.845, 2.408]]
}

{
  "formula": "C43H108CdF12N3O24S4",
  "method": "ωB97M-V with the def2-TZVPD basis set",
  "largest_force_ev_per_a": 5.16,
  "molar_mass_g_mol": 1519.99,
  "charge": -1,
  "energy_ha": -6631.5449,
  "symbols": ["Cd", "C", "C", "C", "C", "C", "C", "N", "O", "C", "C", "C", "H", "H", "H", "H", "H", "H", "H", "H", "H", "H", "H", "H", "H", "H", "H", "H", "H", "H", "C", "F", "F", "F", "S", "O", "O", "N", "S", "O", "O", "C", "F", "F", "F", "C", "F", "F", "F", "S", "O", "O", "N", "S", "O", "O", "C", "F", "F", "F", "C", "C", "O", "H", "H", "H", "H", "H", "H", "C", "C", "O", "H", "H", "H", "H", "H", "H", "C", "C", "O", "H", "H", "H", "H", "H", "H", "C", "C", "O", "H", "H", "H", "H", "H", "H", "C", "C", "O", "H", "H", "H", "H", "H", "H", "C", "C", "O", "H", "H", "H", "H", "H", "H", "C", "C", "O", "H", "H", "H", "H", "H", "H", "C", "C", "O", "H", "H", "H", "H", "H", "H", "C", "C", "O", "H", "H", "H", "H", "H", "H", "C", "C", "O", "H", "H", "H", "H", "H", "H", "C", "C", "O", "H", "H", "H", "H", "H", "H", "C", "C", "O", "H", "H", "H", "H", "H", "H", "C", "C", "O", "H", "H", "H", "H", "H", "H", "C", "C", "O", "H", "H", "H", "H", "H", "H", "C", "C", "O", "H", "H", "H", "H", "H", "H"],
  "positions_angstrom": [[13.340, -5.132, 14.873], [15.050, -4.537, 8.243], [13.866, -5.428, 8.803], [13.609, -6.404, 7.576], [14.521, -7.599, 7.558], [14.537, -8.304, 8.884], [14.979, -7.322, 10.089], [14.087, -6.113, 10.089], [14.307, -5.196, 11.189], [16.518, -7.019, 9.945], [14.695, -8.154, 11.398], [12.542, -4.618, 8.948], [14.734, -3.555, 7.891], [15.680, -4.944, 7.452], [15.747, -4.272, 9.037], [13.755, -5.878, 6.633], [12.560, -6.698, 7.590], [15.534, -7.317, 7.268], [14.193, -8.243, 6.742], [15.242, -9.135, 8.862], [13.535, -8.716, 9.004], [16.651, -6.308, 9.130], [17.035, -7.954, 9.729], [16.853, -6.544, 10.868], [13.618, -8.324, 11.404], [14.880, -7.647, 12.344], [15.138, -9.146, 11.312], [11.734, -5.213, 9.374], [12.151, -4.253, 7.999], [12.634, -3.778, 9.636], [9.639, -8.495, 13.123], [8.336, -8.713, 12.977], [10.190, -9.642, 13.429], [10.169, -8.064, 11.951], [9.914, -7.218, 14.602], [10.262, -5.950, 13.998], [8.705, -7.177, 15.443], [11.458, -7.694, 15.313], [10.894, -8.723, 16.389], [10.523, -8.138, 17.689], [9.900, -9.731, 15.921], [12.502, -9.792, 16.704], [13.116, -10.138, 15.583], [13.285, -9.061, 17.484], [12.195, -10.879, 17.415], [11.509, -0.527, 15.279], [12.682, 0.150, 15.351], [10.513, 0.404, 15.127], [11.530, -1.391, 14.258], [11.184, -1.464, 16.913], [11.324, -0.466, 17.965], [9.888, -2.127, 16.769], [12.489, -2.739, 16.881], [12.613, -2.963, 18.461], [11.486, -2.836, 19.348], [13.224, -4.240, 18.703], [13.916, -1.612, 19.108], [15.059, -2.298, 19.227], [14.020, -0.547, 18.298], [13.536, -1.156, 20.305], [22.800, -5.340, 14.232], [22.433, -6.449, 13.278], [22.971, -7.638, 13.827], [22.172, -5.403, 15.120], [22.630, -4.385, 13.733], [23.835, -5.370, 14.573], [22.831, -6.287, 12.277], [21.358, -6.629, 13.291], [23.915, -7.582, 13.664], [7.184, -3.180, 6.251], [7.533, -4.610, 5.925], [6.602, -5.210, 5.072], [6.203, -3.168, 6.725], [7.202, -2.551, 5.360], [7.852, -2.724, 6.982], [7.655, -5.216, 6.822], [8.508, -4.550, 5.442], [6.973, -5.370, 4.202], [20.551, -9.228, 7.006], [21.624, -9.582, 8.034], [22.887, -9.192, 7.428], [19.548, -9.602, 7.207], [20.832, -9.617, 6.027], [20.471, -8.146, 6.900], [21.588, -10.664, 8.162], [21.418, -9.147, 9.012], [23.595, -9.473, 8.012], [12.098, -0.655, 3.307], [10.786, -0.183, 2.746], [10.164, 0.567, 3.738], [12.626, -1.213, 2.534], [12.006, -1.246, 4.218], [12.738, 0.218, 3.440], [10.250, -1.077, 2.430], [10.965, 0.473, 1.894], [9.247, 0.723, 3.499], [17.576, -2.567, 3.158], [17.917, -1.232, 3.786], [19.231, -0.835, 3.510], [17.773, -2.567, 2.086], [16.561, -2.931, 3.321], [18.250, -3.326, 3.554], [17.753, -1.296, 4.862], [17.198, -0.495, 3.428], [19.318, -0.650, 2.572], [18.430, -1.905, 12.919], [17.851, -1.162, 14.128], [18.222, -1.865, 15.335], [19.518, -1.836, 12.933], [18.102, -1.429, 11.994], [18.086, -2.937, 12.988], [16.763, -1.106, 14.092], [18.235, -0.143, 14.170], [18.969, -1.464, 15.785], [12.664, -5.643, 0.350], [12.545, -7.113, 0.742], [11.419, -7.681, 0.198], [11.777, -5.063, 0.605], [12.841, -5.529, -0.719], [13.497, -5.189, 0.886], [12.545, -7.270, 1.820], [13.408, -7.669, 0.375], [11.351, -8.624, 0.366], [14.023, -14.408, 10.674], [15.001, -15.091, 11.655], [16.180, -15.400, 10.990], [14.395, -13.430, 10.371], [13.010, -14.332, 11.070], [13.977, -14.897, 9.701], [14.571, -16.042, 11.970], [15.158, -14.476, 12.541], [16.782, -15.886, 11.559], [13.176, 1.664, 9.214], [12.023, 1.208, 8.375], [11.674, 2.296, 7.525], [14.039, 2.031, 8.659], [13.511, 0.811, 9.805], [12.961, 2.471, 9.914], [11.125, 0.950, 8.936], [12.318, 0.359, 7.758], [11.197, 1.889, 6.797], [19.290, -8.743, 1.394], [17.982, -9.262, 1.903], [17.915, -10.613, 1.600], [19.400, -8.921, 0.325], [20.098, -9.277, 1.893], [19.402, -7.682, 1.618], [17.118, -8.817, 1.411], [17.744, -9.192, 2.964], [17.405, -10.764, 0.800], [16.966, -14.877, 5.530], [17.756, -13.933, 6.377], [18.554, -14.736, 7.253], [17.562, -15.630, 5.014], [16.335, -14.390, 4.788], [16.336, -15.494, 6.171], [17.127, -13.228, 6.921], [18.343, -13.326, 5.687], [17.978, -15.062, 7.947], [18.124, -5.937, 17.670], [17.481, -6.315, 16.354], [16.504, -5.324, 16.112], [18.486, -4.913, 17.768], [18.959, -6.612, 17.854], [17.430, -6.147, 18.484], [16.996, -7.291, 16.345], [18.235, -6.301, 15.567], [16.999, -4.502, 16.099], [20.308, -11.928, 12.818], [19.488, -11.138, 13.855], [20.278, -10.751, 14.993], [19.647, -12.156, 11.982], [20.713, -12.870, 13.189], [21.186, -11.409, 12.434], [18.629, -11.708, 14.209], [19.149, -10.201, 13.413], [21.057, -10.316, 14.640], [21.278, -3.587, 8.829], [20.573, -2.969, 7.649], [21.538, -2.518, 6.633], [21.874, -4.425, 8.468], [20.550, -4.050, 9.496], [21.888, -2.936, 9.455], [20.006, -2.115, 8.020], [19.861, -3.627, 7.149], [21.025, -1.967, 6.036], [9.724, -12.035, 8.512], [8.770, -11.093, 7.837], [7.474, -11.382, 8.317], [9.299, -13.038, 8.552], [9.927, -11.758, 9.547], [10.635, -12.038, 7.914], [8.834, -11.096, 6.748], [8.948, -10.037, 8.040], [6.891, -10.859, 7.762]]
}